# C21H20ClFeN6O6S2

C21H20ClFeN6O6S2 as an isolated structure (ωB97M-V with the def2-TZVPD basis set, OMol25).

Kohn-Sham gap (spin up / spin down)	5.84 / 7.58	eV
multiplicity	5
⟨S²⟩	6.077
maximum force	0.8	eV/Å
HOMO level (spin up / spin down)	-0.120 / -0.198	hartree
net charge	-1

Last column: Mulliken spin population.
Atoms and positions in Å:
C1 0.764 1.112 -4.366  0.00
S1 -3.331 3.085 -2.106  0.03
C2 4.975 -0.121 -0.193  -0.02
C3 0.383 -3.797 1.890  0.15
H1 5.010 -0.719 -2.290  0.01
C4 -1.354 -2.177 0.498  0.04
N1 1.985 0.755 1.664  0.30
C5 4.410 -0.411 -1.446  0.11
C6 2.772 0.356 0.642  -0.01
H2 -5.587 3.343 -1.444  0.00
C7 4.169 0.265 0.840  0.07
C8 -0.443 1.863 4.713  -0.05
C9 3.050 -0.317 -1.576  -0.04
H3 6.046 -0.202 -0.046  0.00
O1 1.564 2.901 -2.449  0.00
C10 0.780 -2.615 1.295  -0.06
H4 -0.027 2.059 5.695  0.00
C11 -1.810 2.005 4.502  0.10
N2 -1.670 -0.105 -0.603  0.05
H5 -2.465 2.306 5.311  0.01
C12 -2.318 1.758 3.232  -0.10
O2 0.012 1.419 -3.172  0.01
H6 -1.302 -5.111 2.189  0.00
C13 -0.954 -4.183 1.750  -0.03
N3 2.235 0.042 -0.564  0.06
C14 -1.482 1.371 2.196  0.08
H7 -4.572 2.873 -0.055  0.00
H8 1.465 1.362 3.853  0.02
H9 2.571 -0.543 -2.517  0.00
H10 -3.381 1.861 3.044  0.00
O3 0.037 -1.375 -2.206  0.02
N4 -2.522 0.741 -1.164  -0.11
C15 -2.204 -1.266 -0.178  0.32
C16 0.404 1.474 3.687  0.13
C17 -1.825 -3.383 1.055  0.10
O4 1.546 -3.173 -1.812  0.00
H11 4.553 0.510 1.821  0.00
O5 -0.257 -3.411 -3.345  0.00
C18 -4.782 2.688 -1.108  0.01
C19 -2.151 1.960 -1.411  0.25
H12 -1.886 1.185 1.214  0.08
H13 -5.065 1.649 -1.255  0.00
C20 0.510 2.340 -2.344  0.01
Fe1 0.281 -0.008 -0.562  2.00
H14 1.696 1.668 -4.377  0.00
C21 -0.107 1.213 2.406  -0.12
H15 -2.865 -3.657 0.927  0.00
H16 0.949 0.041 -4.359  0.00
H17 -3.258 -1.457 -0.328  0.01
N5 0.703 0.810 1.335  0.33
N6 -0.045 -1.823 0.621  0.17
S2 -0.587 2.686 -0.967  0.03
H18 1.096 -4.402 2.433  0.01
H19 0.138 1.386 -5.212  0.00
H20 1.812 -2.282 1.353  0.01
O6 1.587 -2.025 -3.891  0.00
Cl1 0.744 -2.526 -2.821  0.00

# C21H20ClN3O4

One molecule with the formula C21H20ClN3O4 (ωB97M-V with the def2-TZVPD basis set, OMol25).

Kohn-Sham gap	8.09	eV
maximum force	0.6	eV/Å
HOMO level	-0.290	hartree
net charge	0

Last column: natural (NBO) charge in e.
Atoms and positions in Å:
C1 1.094 -1.114 -1.465  0.23
C2 -1.377 -1.631 1.839  -0.23
H1 4.063 -1.574 -3.016  0.24
C3 2.028 -1.644 -2.353  -0.22
H2 -0.474 -1.457 1.246  0.20
O1 0.189 -3.822 -1.860  -0.55
C4 3.324 -1.175 -2.339  -0.16
H3 -2.833 2.135 1.485  0.21
H4 -3.375 -1.201 -1.864  0.23
O2 -1.322 0.404 -1.051  -0.55
C5 0.324 3.127 2.159  -0.28
C6 0.098 0.752 2.484  -0.29
H5 -1.765 -3.334 0.585  0.22
C7 -1.016 3.171 1.816  -0.02
C8 2.761 0.365 -0.577  -0.15
H6 -4.933 -0.872 0.528  0.19
C9 -3.438 -0.379 2.020  -0.22
C10 0.867 1.898 2.493  -0.18
C11 3.702 -0.169 -1.452  -0.18
H7 6.288 1.530 -0.629  0.50
Cl1 -1.732 4.688 1.391  0.00
H8 1.742 -2.422 -3.041  0.23
C12 -0.586 -2.913 -1.755  0.71
H9 -3.852 0.576 2.336  0.22
C13 -1.805 2.038 1.791  -0.24
O3 5.951 -0.097 -2.232  -0.59
H10 -3.828 -1.147 2.698  0.20
N1 -2.003 -0.361 2.144  -0.43
C14 5.103 0.307 -1.477  0.78
H11 -3.618 0.185 -0.038  0.21
C15 -2.092 -2.970 -1.895  -0.51
H12 3.045 1.149 0.107  0.23
H13 -2.508 -3.866 -1.440  0.25
H14 1.908 1.834 2.774  0.22
N2 -0.241 -1.590 -1.481  -0.53
C16 -3.853 -0.687 0.578  -0.23
C17 1.464 -0.106 -0.580  -0.25
C18 -1.349 -0.780 -1.255  0.69
N3 -3.154 -1.867 0.061  -0.44
H15 0.743 0.326 0.095  0.25
C19 -1.258 0.795 2.127  0.19
H16 0.547 -0.184 2.778  0.22
H17 -2.323 -3.002 -2.961  0.25
H18 0.921 4.024 2.166  0.23
H19 -3.041 -3.018 1.752  0.20
O4 5.360 1.255 -0.562  -0.69
H20 -1.077 -2.153 2.760  0.19
C20 -2.345 -2.539 1.055  -0.24
C21 -2.591 -1.675 -1.266  -0.13

# C21H20F3NO2PbS3

C21H20F3NO2PbS3 as an isolated structure (ωB97M-V with the def2-TZVPD basis set, OMol25).

Kohn-Sham gap (spin up / spin down)	5.43 / 5.49	eV
maximum force	0.9	eV/Å
HOMO level (spin up / spin down)	-0.532 / -0.533	hartree
net charge	+2

Last column: natural (NBO) charge in e.
Atoms and positions in Å:
C1 -2.686 -2.090 1.449  -0.54
C2 5.927 -0.943 1.604  -0.22
H1 -2.361 0.395 2.355  0.24
C3 6.224 -2.102 2.299  -0.12
S1 -2.146 -0.788 0.300  0.25
O1 3.028 0.334 -0.293  -0.65
C4 -2.557 4.125 -3.134  -0.22
H2 1.269 -2.943 3.245  0.25
H3 -3.669 2.014 -5.585  0.26
S2 -0.140 -3.383 1.448  0.24
C5 -1.882 0.628 1.405  -0.55
H4 6.588 -0.091 1.567  0.27
O2 5.162 1.097 -0.081  -0.26
C6 -3.242 3.656 -4.260  0.11
H5 5.546 -4.089 2.794  0.26
H6 -2.454 1.464 0.997  0.26
C7 -2.329 1.460 -4.021  -0.10
H7 -0.362 -3.163 3.812  0.26
C8 -4.161 4.583 -5.047  0.94
C9 -1.756 3.262 -2.433  -0.10
H8 -0.077 1.624 0.714  0.25
F1 -5.400 4.084 -5.059  -0.30
H9 -2.320 -4.110 2.072  0.26
H10 -2.668 5.154 -2.828  0.27
C10 -3.125 2.332 -4.707  -0.21
H11 3.438 -3.854 1.503  0.22
H12 -2.119 -3.870 0.353  0.25
F2 -4.204 5.806 -4.523  -0.30
N1 3.840 -1.911 0.903  -0.46
H13 0.539 -0.867 4.180  0.26
C11 5.325 -3.167 2.276  -0.22
H14 -3.741 -2.286 1.250  0.26
H15 -0.431 1.858 2.415  0.26
C12 4.708 -0.954 0.950  0.21
C13 -0.830 1.027 -2.158  0.06
C14 0.073 -1.145 3.233  -0.54
C15 -1.627 1.906 -2.859  -0.13
Pb1 1.307 -1.475 -0.485  1.28
C16 4.193 0.372 0.032  0.79
F3 -3.733 4.675 -6.310  -0.30
C17 -0.098 0.187 -1.597  -0.31
C18 0.234 -2.655 3.051  -0.56
H16 -1.211 3.593 -1.561  0.24
S3 0.832 -0.103 1.960  0.26
C19 4.150 -3.043 1.567  0.04
H17 -0.972 -0.865 3.303  0.23
H18 -2.222 0.432 -4.334  0.25
H19 7.157 -2.181 2.841  0.26
H20 -2.630 -1.702 2.462  0.22
C20 -1.937 -3.412 1.327  -0.55
C21 -0.449 1.123 1.608  -0.54

# C21H20HfN4O2

C21H20HfN4O2 as an isolated structure at a distorted geometry (ωB97M-V with the def2-TZVPD basis set, OMol25).

Kohn-Sham gap	3.86	eV
maximum force	9.1	eV/Å
HOMO level	-0.695	hartree
net charge	+4

Last column: natural (NBO) charge in e.
Atoms and positions in Å:
C1 -0.902 -0.553 -1.990  0.58
C2 -4.909 -2.117 2.908  -0.19
H1 0.890 2.532 4.386  0.34
C3 3.016 2.008 -1.311  -0.18
C4 3.559 -0.584 -0.483  -0.20
Hf1 1.424 0.355 -0.425  1.98
H2 -3.953 -0.237 -0.370  0.22
H3 3.376 -1.098 -2.570  0.32
C5 2.989 0.964 -2.226  -0.20
C6 -3.206 -1.182 1.463  -0.21
C7 1.568 -2.952 -1.189  0.67
C8 -4.206 -0.761 0.558  -0.15
H4 -5.195 -2.632 3.817  0.26
H5 1.845 1.066 4.782  0.34
O1 -2.035 2.106 0.638  -0.38
C9 3.254 -0.316 -1.821  -0.24
C10 1.679 1.519 2.760  0.68
C11 -5.543 -1.007 0.853  -0.20
H6 0.011 4.420 -3.469  0.33
H7 2.936 3.041 -1.642  0.32
H8 0.394 3.192 -4.735  0.33
C12 -3.561 -1.885 2.633  -0.14
C13 3.314 1.755 0.010  -0.24
H9 -1.245 3.236 -3.987  0.34
H10 3.980 0.267 1.424  0.32
N1 1.273 -1.870 -0.875  -0.62
O2 -1.994 -0.837 -2.186  -0.37
H11 3.925 -1.556 -0.183  0.31
H12 -2.794 -2.250 3.332  0.24
H13 2.678 2.566 4.265  0.32
C14 0.257 2.490 -2.803  0.67
C15 -1.846 -0.882 1.144  0.57
C16 3.588 0.458 0.431  -0.27
C17 1.618 -4.364 -1.473  -0.77
N2 -0.813 -0.553 0.726  -0.61
N3 0.485 1.731 -1.935  -0.65
H14 2.030 -4.900 -0.607  0.33
H15 0.600 -4.721 -1.680  0.34
H16 3.476 2.596 0.683  0.32
C18 -0.923 2.072 0.329  0.57
H17 -6.946 -1.846 2.254  0.26
H18 2.895 1.171 -3.294  0.32
H19 -6.304 -0.661 0.160  0.26
C19 -5.896 -1.673 2.021  -0.09
N4 1.343 1.100 1.712  -0.62
H20 2.257 -4.547 -2.348  0.32
C20 1.782 1.946 4.127  -0.78
C21 -0.172 3.392 -3.813  -0.78